Below is a 2-piece molecular cluster, CH3Cl2FSi overall in a non-equilibrium geometry, with properties calculated with wB97M-V/def2-TZVPD.

Element x y z (Å)
1 C 0.35534 -0.51230 -0.20874
2 F 2.04408 -1.29363 2.53138
3 Si 2.10776 0.03102 -0.13147
4 Cl 3.25482 1.45047 0.69463
5 Cl 3.04381 -0.75274 -1.66213
6 H 0.30134 -1.13243 0.73083
7 H -0.33240 0.33826 -0.10475
8 H 0.24786 -0.91162 -1.24984

Energy above the lowest of the compared OMol25 structures with the same formula, charge and spin: 124.9 kcal/mol
Kohn-Sham gap: 7.993 eV
2S+1: 1
DFT total energy: -36725.4956 eV
HOMO energy: -0.3379 Ha

***

Below is C3H4F2S as an isolated structure in a non-equilibrium geometry, with properties calculated with wB97M-V/def2-TZVPD.

Element x y z (Å)
1 C 0.05377 1.72507 2.27809
2 C -0.29779 -0.31880 0.16234
3 C -0.08700 -1.14504 -0.78148
4 H -0.84486 1.05489 2.69323
5 H -0.25462 2.82864 2.02391
6 H 1.25533 1.64165 2.94349
7 H -0.44649 -0.92068 0.97128
8 F -0.29500 -2.45450 -0.82948
9 F 0.68990 -0.78177 -1.87962
10 S -0.07984 1.43466 0.36227

Energy above the lowest of the compared OMol25 structures with the same formula, charge and spin: 64.3 kcal/mol
Kohn-Sham gap: 9.283 eV
2S+1: 1
DFT total energy: -19442.6833 eV
HOMO energy: -0.3196 Ha

***

Below is a 13-piece molecular cluster, C38H78O20 overall in a non-equilibrium geometry, with properties calculated with wB97M-V/def2-TZVPD.

Element x y z (Å)
1 C -3.44807 3.49441 5.33024
2 C -4.38935 2.72109 6.01245
3 C -5.18644 1.82013 5.34553
4 C -5.01792 1.70830 3.92822
5 C -4.17419 2.52283 3.24376
6 C -3.30863 3.35455 3.94333
7 H -2.81886 4.20610 5.81686
8 H -4.53117 2.88122 7.09679
9 H -5.91872 1.17150 5.79054
10 H -5.70788 1.02749 3.40544
11 H -4.06747 2.44982 2.20892
12 H -2.65724 4.04451 3.43067
13 C -2.03297 -1.76693 -6.42547
14 C -1.09183 -1.80737 -5.42234
15 C -1.49972 -1.83107 -4.04744
16 C -2.82616 -1.81017 -3.61649
17 C -3.78978 -1.84826 -4.71191
18 C -3.40114 -1.83884 -6.04761
19 H -1.77309 -1.59057 -7.45413
20 H -0.02352 -1.68367 -5.62207
21 H -0.75511 -1.74878 -3.27198
22 H -3.23430 -1.90109 -2.65167
23 H -4.88016 -2.02666 -4.57883
24 H -4.22455 -1.81088 -6.77431
25 C 6.43452 -3.77169 0.19542
26 C 5.05727 -3.79950 -0.18301
27 C 4.61866 -3.01228 -1.25628
28 C 5.55094 -2.17798 -1.91199
29 C 6.86389 -2.02021 -1.46353
30 C 7.26830 -2.89259 -0.43012
31 H 6.68455 -4.55691 0.90467
32 H 4.42962 -4.47116 0.32475
33 H 3.61575 -3.03079 -1.64066
34 H 5.17381 -1.53553 -2.77581
35 H 7.58377 -1.31600 -1.94075
36 H 8.26212 -2.82345 -0.04919
37 C 3.64965 -2.01717 3.70071
38 C 2.54160 -2.87107 4.22532
39 O 2.35678 -2.82188 5.66809
40 O 3.24181 -0.64672 3.62642
41 H 3.92272 -2.41268 2.66614
42 H 4.62921 -2.18153 4.21544
43 H 2.81251 -3.94060 3.97460
44 H 1.62864 -2.57762 3.71991
45 H 2.16609 -1.89885 5.87658
46 H 3.71460 -0.06795 3.00497
47 C -1.94165 -4.00557 2.00248
48 C -2.02569 -2.61571 2.64489
49 O -3.34163 -2.43518 3.12300
50 O -0.63623 -4.07272 1.47184
51 H -2.62747 -3.98632 1.16501
52 H -2.13905 -4.79547 2.67767
53 H -1.68040 -1.86319 1.93129
54 H -1.27749 -2.56657 3.43942
55 H -3.35653 -1.68315 3.66858
56 H -0.26439 -4.96338 1.43400
57 C -6.02854 3.41941 -1.97687
58 C -5.23821 3.92895 -0.84437
59 O -3.83435 4.10699 -1.14288
60 O -5.85564 2.07397 -2.34947
61 H -5.81705 4.12395 -2.80573
62 H -7.13380 3.52199 -1.76419
63 H -5.32508 3.42552 0.10773
64 H -5.64681 4.90840 -0.62863
65 H -3.37490 3.26326 -0.98726
66 H -5.01472 1.96580 -2.88139
67 C -1.30201 3.78719 -3.83258
68 C -2.42637 3.20035 -4.52091
69 O -3.52326 3.00749 -3.69358
70 O -0.68786 2.98810 -2.78210
71 H -1.62248 4.72575 -3.36059
72 H -0.49744 3.90164 -4.59733
73 H -2.35021 2.21225 -5.00310
74 H -2.64470 3.93654 -5.29211
75 H -3.62374 3.78737 -3.13921
76 H -1.22515 2.23117 -2.60619
77 C 1.39710 1.19741 0.42593
78 C 1.50413 -0.22998 -0.00608
79 O 1.19463 -0.37529 -1.38440
80 O 0.04743 1.55994 0.82367
81 H 1.69954 1.80711 -0.35595
82 H 2.07044 1.39379 1.25530
83 H 0.89975 -0.86134 0.65488
84 H 2.56320 -0.48790 0.07498
85 H 0.50041 -1.02182 -1.47036
86 H -0.08707 1.18509 1.68146
87 C 0.44038 1.07573 5.91950
88 C -0.39799 0.40112 4.82464
89 O 0.28579 0.38516 3.57469
90 O 1.55993 0.30120 6.12268
91 H -0.07145 0.98045 6.82995
92 H 0.67764 2.08539 5.68450
93 H -1.40436 0.80893 4.60935
94 H -0.56112 -0.65576 5.21895
95 H 1.12571 -0.05602 3.69474
96 H 2.31463 0.43262 5.53199
97 C -0.39862 -4.23963 -2.20952
98 C 0.12203 -5.58011 -1.91272
99 O -0.38498 -6.07264 -0.63808
100 O -0.03515 -3.23079 -1.28101
101 H -1.45062 -4.31636 -2.34748
102 H 0.02027 -3.92623 -3.17177
103 H 1.15228 -5.43726 -1.76500
104 H -0.05738 -6.23469 -2.77290
105 H -0.82013 -6.88435 -0.76831
106 H -0.25584 -3.40730 -0.36929
107 C -3.61455 0.04979 -0.31765
108 C -2.56761 0.72798 -1.26308
109 O -2.09253 1.96930 -0.69696
110 O -4.67105 0.91540 -0.03902
111 H -3.07862 -0.18007 0.63566
112 H -3.94492 -0.89630 -0.78701
113 H -3.06031 0.90106 -2.21935
114 H -1.59266 0.07193 -1.39204
115 H -1.51931 1.69618 0.05241
116 H -5.02795 1.19848 -0.89923
117 C 5.29938 1.37132 0.00913
118 C 6.00380 0.66938 1.12490
119 O 5.24322 0.67205 2.32435
120 O 4.73510 2.55906 0.62030
121 H 4.51865 0.77002 -0.45944
122 H 6.03419 1.69360 -0.71959
123 H 6.97899 1.14913 1.15718
124 H 6.12066 -0.36765 0.83700
125 H 4.94203 1.56152 2.47958
126 H 4.32949 3.12199 -0.09119
127 C 4.18068 3.56043 -2.94098
128 C 3.43727 2.49707 -3.72592
129 O 2.14674 3.05414 -4.03847
130 O 3.73446 3.72473 -1.57140
131 H 3.96975 4.44495 -3.54485
132 H 5.29438 3.37148 -2.80821
133 H 3.41966 1.56079 -3.21888
134 H 3.91512 2.38432 -4.76493
135 H 1.43090 2.73182 -3.48566
136 H 2.79880 3.99736 -1.56857

Kohn-Sham gap: 9.552 eV
2S+1: 1
DFT total energy: -81615.3846 eV
HOMO energy: -0.3375 Ha

***

Below is a 2-piece molecular cluster, C3H11NOS overall in a non-equilibrium geometry, with properties calculated with wB97M-V/def2-TZVPD.

Element x y z (Å)
1 C -1.61369 -0.58687 0.98779
2 C -1.00832 0.76281 0.43225
3 N -1.08407 1.74995 1.48496
4 C 0.41218 0.43575 -0.03720
5 S 0.89535 1.88318 -1.16084
6 H -1.16242 -1.07832 1.84181
7 H -1.78630 -1.21899 0.11622
8 H -2.62291 -0.25626 1.24528
9 H -1.59675 0.94608 -0.47745
10 H -0.89148 2.64719 1.06300
11 H -1.99205 1.69397 1.93285
12 H 1.16312 0.53956 0.73868
13 H 0.49473 -0.50068 -0.57521
14 H 2.01172 1.30283 -1.60274
15 O 1.23867 -5.09325 -0.60717
16 H 1.10789 -4.40154 0.01764
17 H 1.85612 -5.73911 -0.29078

SMILES string: C[C@@H](N)CS.O
Energy above the lowest of the compared OMol25 structures with the same formula, charge and spin: 17.1 kcal/mol
Kohn-Sham gap: 9.635 eV
2S+1: 1
DFT total energy: -17661.6779 eV
HOMO energy: -0.3313 Ha

***

Below is C36H31BrN5O2Tl as an isolated structure, with properties calculated with wB97M-V/def2-TZVPD.

Element x y z (Å)
1 Tl -0.36391 0.17590 -0.17095
2 Br 1.02048 2.02185 3.98887
3 C -0.22945 2.93482 2.84605
4 C -1.37241 3.46024 3.42298
5 C -2.24574 4.11416 2.56310
6 C -1.93474 4.21031 1.22166
7 C -0.76654 3.61451 0.75188
8 N 0.07533 2.97917 1.57811
9 C -0.42532 3.67022 -0.73617
10 O -0.48838 4.81365 -1.22264
11 O -0.14375 2.57507 -1.28053
12 H -1.56485 3.35708 4.48054
13 H -3.16265 4.54444 2.95067
14 H -2.57267 4.72859 0.51841
15 N 2.28670 -1.34515 2.37254
16 C 1.77196 -2.11156 3.37843
17 C 2.47095 -2.42062 4.52685
18 C 1.92102 -3.26871 5.51288
19 C 0.68240 -3.82264 5.36923
20 C -0.07287 -3.52483 4.20487
21 C -1.37179 -4.03360 3.97285
22 C -2.04703 -3.67683 2.84936
23 C -1.42748 -2.79225 1.92927
24 N -0.23056 -2.31968 2.10122
25 C 0.45701 -2.67367 3.21354
26 H 2.96895 -0.64945 2.62250
27 H 1.63436 -1.01409 1.67386
28 H 3.46150 -2.00124 4.66306
29 H 2.50180 -3.48070 6.40313
30 H 0.26214 -4.47174 6.12884
31 H -1.81697 -4.70027 4.70442
32 H -3.04370 -4.04863 2.64987
33 H -1.94566 -2.46918 1.02944
34 N 2.33482 0.70270 -0.04057
35 C 2.60927 0.74379 -1.17067
36 N 2.79851 0.80681 -2.46227
37 C 2.20940 1.87570 -3.27571
38 C 3.30572 2.45192 -4.16218
39 C 3.95732 1.33742 -4.99246
40 C 4.47763 0.19907 -4.10262
41 C 3.34996 -0.32082 -3.21703
42 H 1.75220 2.61117 -2.61625
43 H 1.41861 1.43208 -3.88737
44 H 4.06197 2.93345 -3.53089
45 H 2.88035 3.21556 -4.81825
46 H 4.77330 1.74660 -5.59549
47 H 3.21182 0.92349 -5.68072
48 H 5.29646 0.56443 -3.47146
49 H 4.86008 -0.61966 -4.71892
50 H 3.67443 -1.09047 -2.52011
51 H 2.55313 -0.73903 -3.83482
52 C 0.07645 -0.85643 -2.27558
53 C 0.22478 -1.17678 -3.45604
54 C 0.47498 -1.46529 -4.84120
55 C 1.29012 -2.60262 -5.16894
56 C 2.04223 -2.72756 -6.37404
57 C 2.86806 -3.81240 -6.62182
58 C 3.01586 -4.84480 -5.69386
59 C 2.31248 -4.73458 -4.49246
60 C 1.48212 -3.65744 -4.23312
61 C -0.07066 -0.55269 -5.82863
62 C -0.52028 0.73924 -5.44945
63 C -1.07953 1.61808 -6.36285
64 C -1.23482 1.27033 -7.70506
65 C -0.81930 0.00007 -8.09945
66 C -0.25730 -0.88783 -7.19362
67 H 1.99212 -1.92596 -7.10088
68 H 3.42842 -3.84580 -7.55221
69 H 3.66224 -5.69163 -5.89351
70 H 2.41526 -5.51271 -3.74108
71 H 0.95852 -3.58731 -3.28620
72 H -0.42410 1.02964 -4.40811
73 H -1.39683 2.59749 -6.01964
74 H -1.67766 1.95955 -8.41497
75 H -0.94624 -0.30945 -9.13294
76 H 0.02128 -1.87753 -7.53358

Energy above the lowest of the compared OMol25 structures with the same formula, charge and spin: 0.0 kcal/mol
Charge: -2
Kohn-Sham gap: 3.817 eV
2S+1: 1
DFT total energy: -124116.4277 eV
HOMO energy: 0.0032 Ha

***

Below is C24H30N4O3S2 in the gas phase in a non-equilibrium geometry, with properties calculated with wB97M-V/def2-TZVPD.

Element x y z (Å)
1 C -3.78553 3.54466 -1.15609
2 N -2.95549 3.78386 -2.30907
3 C -3.56124 3.50130 -3.58549
4 S -1.37840 3.25696 -2.15800
5 O -0.67477 3.65911 -3.33731
6 O -0.89903 3.69215 -0.87917
7 C -1.47588 1.46329 -2.13104
8 C -1.39507 0.74811 -3.30952
9 C -1.45511 -0.63543 -3.26268
10 C -1.57457 -1.28330 -2.04437
11 C -1.64827 -0.55564 -0.86067
12 C -1.71607 -1.24088 0.44404
13 C -2.82687 -1.52706 1.14100
14 S -2.46734 -2.34618 2.63654
15 C -0.70549 -2.23260 2.27859
16 N 0.28228 -2.56169 2.99188
17 C 0.26312 -3.24062 4.19086
18 C 1.25756 -2.92582 5.11946
19 C 1.32692 -3.59922 6.32145
20 C 0.41992 -4.60613 6.61291
21 C -0.55589 -4.93712 5.68801
22 C -0.64016 -4.26321 4.48511
23 N -0.54945 -1.65033 1.05597
24 C 0.76790 -1.37199 0.53429
25 C 1.29018 -0.00321 0.97453
26 C 2.55744 0.35187 0.19219
27 N 2.24797 0.43610 -1.22771
28 C 1.86382 1.76629 -1.68142
29 C 3.06680 2.69345 -1.89523
30 O 4.01719 2.11817 -2.76932
31 C 4.45026 0.86386 -2.29124
32 C 3.26435 -0.09358 -2.12068
33 C -1.61587 0.83254 -0.91290
34 H -3.18516 3.75747 -0.27546
35 H -4.63955 4.22165 -1.18065
36 H -4.15113 2.50996 -1.11388
37 H -4.40101 4.17811 -3.74335
38 H -3.91917 2.46549 -3.65553
39 H -2.80740 3.68110 -4.34749
40 H -1.26251 1.28048 -4.23786
41 H -1.39409 -1.21031 -4.17408
42 H -1.60195 -2.36234 -2.00468
43 H -3.84286 -1.32525 0.87412
44 H 1.95918 -2.14082 4.88097
45 H 2.09494 -3.34129 7.03658
46 H 0.47776 -5.13403 7.55323
47 H -1.25880 -5.72897 5.90443
48 H -1.39171 -4.54105 3.76088
49 H 0.73019 -1.39628 -0.55687
50 H 1.43276 -2.15711 0.90063
51 H 0.53116 0.75564 0.78150
52 H 1.50275 -0.01835 2.04376
53 H 3.29801 -0.43641 0.34814
54 H 2.97143 1.28689 0.59133
55 H 1.17454 2.21993 -0.96962
56 H 1.34249 1.65096 -2.63652
57 H 2.74119 3.62312 -2.36190
58 H 3.54773 2.92357 -0.93128
59 H 5.15637 0.48359 -3.03159
60 H 4.97102 0.98784 -1.32768
61 H 3.60683 -1.06127 -1.74934
62 H 2.79081 -0.23888 -3.09722
63 H -1.66904 1.42884 -0.01550

SMILES string: CN(C)S(=O)(=O)c1cccc(-c2cs/c(=N\c3ccccc3)n2CCCN2CCOCC2)c1
Energy above the lowest of the compared OMol25 structures with the same formula, charge and spin: 64.6 kcal/mol
Kohn-Sham gap: 7.733 eV
2S+1: 1
DFT total energy: -59147.3848 eV
HOMO energy: -0.2722 Ha